[1]
Here is a structure of composition C54H50IrN7O3P2 from the Open Molecules 2025 dataset. Energies are from ωB97M-V/def2-TZVPD.

```
117
Properties=species:S:1:pos:R:3:lowdin_charge:R:1
Ir 0.419 -0.117 0.479 1.191
N 1.463 -3.212 1.524 -0.318
P 1.290 -3.516 -0.099 1.076
C 0.569 -5.101 -0.390 -0.337
C 1.159 -6.042 -1.245 -0.059
C 0.560 -7.277 -1.415 -0.034
C -0.621 -7.579 -0.748 -0.019
C -1.214 -6.646 0.099 -0.043
C -0.628 -5.410 0.275 -0.090
C 2.733 -3.224 -1.077 -0.359
C 3.953 -2.891 -0.479 -0.064
C 5.065 -2.682 -1.275 -0.038
C 4.963 -2.797 -2.657 -0.025
C 3.746 -3.116 -3.253 -0.053
C 2.625 -3.316 -2.471 -0.112
P 1.416 -1.578 2.098 0.847
C 3.049 -1.177 2.712 -0.388
C 3.822 -0.239 2.025 -0.133
C 5.105 0.053 2.461 -0.054
C 5.619 -0.596 3.577 -0.037
C 4.855 -1.532 4.263 -0.041
C 3.568 -1.820 3.840 -0.073
C 0.328 -1.712 3.524 -0.376
C -0.669 -2.684 3.591 -0.094
C -1.566 -2.687 4.647 -0.049
C -1.474 -1.722 5.640 -0.040
C -0.474 -0.759 5.586 -0.051
C 0.428 -0.752 4.534 -0.107
H 1.812 -3.960 2.119 0.110
H 2.093 -5.821 -1.744 0.108
H 1.023 -8.013 -2.058 0.125
H -1.079 -8.550 -0.883 0.127
H -2.131 -6.892 0.617 0.122
H -1.092 -4.680 0.929 0.082
H 4.038 -2.827 0.599 0.097
H 6.017 -2.446 -0.820 0.122
H 5.837 -2.645 -3.275 0.125
H 3.680 -3.210 -4.329 0.123
H 1.673 -3.555 -2.933 0.120
H 3.421 0.241 1.136 0.082
H 5.706 0.782 1.933 0.117
H 6.620 -0.369 3.918 0.122
H 5.262 -2.029 5.133 0.122
H 2.964 -2.527 4.396 0.117
H -0.749 -3.443 2.822 0.080
H -2.332 -3.449 4.700 0.119
H -2.169 -1.730 6.469 0.121
H -0.386 -0.024 6.375 0.119
H 1.222 -0.014 4.514 0.108
C -4.699 -2.509 0.599 -0.039
C -4.944 -1.420 1.427 -0.037
C -3.920 -0.560 1.779 0.008
C -2.637 -0.810 1.288 -0.247
C -2.384 -1.892 0.450 -0.071
C -3.421 -2.744 0.108 -0.065
N -1.540 0.033 1.634 -0.049
N -1.761 0.887 2.497 0.136
C -0.665 1.721 2.817 -0.322
C -0.862 2.701 3.778 0.030
C 0.219 3.498 4.110 -0.013
C 1.433 3.291 3.469 -0.013
C 1.532 2.290 2.519 -0.110
N 0.499 1.504 2.205 0.007
H -5.513 -3.169 0.329 0.121
H -5.945 -1.239 1.794 0.122
H -4.107 0.290 2.416 0.116
H -1.388 -2.050 0.045 0.052
H -3.240 -3.584 -0.550 0.111
H -1.831 2.806 4.243 0.131
H 0.118 4.268 4.864 0.128
H 2.302 3.891 3.699 0.124
H 2.460 2.107 1.993 0.104
O 1.280 1.736 -0.644 -0.085
C 0.246 2.371 -0.944 -0.558
N 0.239 3.565 -1.565 0.181
C -1.070 4.141 -1.732 -0.196
C -1.966 2.697 -1.002 -0.355
O -3.143 2.726 -0.979 0.202
N -0.995 1.883 -0.667 0.168
C -1.512 4.262 -3.151 -0.158
C -1.748 3.129 -3.934 -0.025
C -2.106 3.262 -5.261 -0.053
C -2.219 4.528 -5.831 -0.035
C -1.970 5.657 -5.067 -0.034
C -1.623 5.529 -3.731 -0.003
C -1.435 5.196 -0.797 -0.152
C -2.741 5.729 -0.848 0.007
C -3.097 6.777 -0.031 -0.017
C -2.171 7.291 0.876 -0.008
C -0.892 6.744 0.973 -0.038
C -0.528 5.693 0.162 0.010
H 1.092 4.006 -1.873 0.183
H -1.677 2.140 -3.490 0.095
H -2.313 2.385 -5.860 0.109
H -2.502 4.627 -6.870 0.122
H -2.045 6.641 -5.509 0.123
H -1.415 6.415 -3.147 0.128
H -3.459 5.284 -1.526 0.137
H -4.094 7.191 -0.079 0.127
H -2.448 8.115 1.521 0.127
H -0.186 7.164 1.676 0.119
H 0.468 5.276 0.219 0.117
C -0.594 -0.173 -4.954 -0.011
N -0.792 -0.527 -3.547 -0.111
C -2.152 -0.856 -3.126 0.007
C 0.212 -0.558 -2.685 -0.474
C 1.564 -0.093 -3.142 0.019
O 0.028 -0.985 -1.511 -0.225
H -1.519 -0.372 -5.487 0.104
H 0.189 -0.780 -5.404 0.100
H -0.342 0.882 -5.068 0.086
H -2.833 -0.095 -3.506 0.100
H -2.204 -0.878 -2.042 0.067
H -2.455 -1.825 -3.527 0.110
H 1.906 -0.670 -4.001 0.091
H 2.274 -0.198 -2.328 0.082
H 1.523 0.952 -3.454 0.101
```

Calculated values
Charge: +3
Energy relative to the best compared isomer or geometry (same formula, charge and spin): 0.00 kJ/mol
2S+1: 6
<S²>: 8.790



[2]
Here is a cluster of 3 separate species, C30H59N3O4P in total in a non-equilibrium geometry from the Open Molecules 2025 dataset. Energies are from ωB97M-V/def2-TZVPD.

```
97
Properties=species:S:1:pos:R:3:lowdin_charge:R:1
C 0.662 -1.482 -1.400 -0.074
C -0.883 -1.724 -1.063 -0.161
C -1.808 -2.529 -2.023 -0.041
C -3.294 -2.818 -1.717 -0.077
C -3.913 -2.257 -0.398 -0.067
C -3.009 -1.447 0.579 -0.031
C -1.496 -1.184 0.251 -0.123
C -0.671 -0.379 1.367 -0.109
C -0.299 -1.245 2.675 -0.374
C 1.092 -0.713 3.283 -0.170
P 2.565 -0.859 2.124 0.654
O 2.596 -2.121 1.255 -0.339
O 3.971 -0.913 3.115 -0.186
O 2.765 0.495 1.091 -0.213
C -1.439 -0.874 3.795 -0.075
C -1.823 -2.097 4.758 -0.424
C -3.187 -2.859 4.277 -0.026
C -2.232 -1.417 6.190 -0.063
N -0.701 -3.031 5.066 -0.134
O -1.081 -3.941 5.957 -0.026
C -0.117 -3.673 3.846 -0.414
C -0.705 -5.161 3.547 -0.056
C 1.464 -3.896 4.157 -0.038
C -0.376 -2.835 2.478 -0.072
H 0.930 -0.426 -1.064 0.053
H 0.772 -1.579 -2.536 0.081
H 1.319 -2.291 -0.901 0.084
H -1.306 -2.940 -2.975 0.101
H -3.888 -3.449 -2.470 0.092
H -5.005 -2.499 -0.195 0.084
H -3.503 -1.070 1.542 0.081
H -1.285 0.527 1.743 0.130
H 0.234 0.074 0.827 0.086
H 0.947 0.418 3.491 0.118
H 1.363 -1.171 4.302 0.109
H 4.162 0.010 3.401 0.071
H 3.056 0.125 0.220 0.069
H -2.385 -0.472 3.298 0.111
H -0.974 -0.049 4.461 0.123
H -4.066 -2.445 4.897 0.088
H -3.151 -3.983 4.446 0.082
H -3.425 -2.564 3.187 0.065
H -2.875 -2.219 6.718 0.086
H -1.300 -1.155 6.792 0.091
H -2.926 -0.532 5.979 0.090
H -0.095 -5.534 2.636 0.103
H -1.791 -5.116 3.196 0.075
H -0.508 -5.898 4.392 0.088
H 1.654 -5.013 4.321 0.083
H 2.147 -3.563 3.305 0.066
H 1.740 -3.328 5.127 0.092
H -1.428 -3.164 2.127 0.116
H 0.339 -3.238 1.662 0.133
C -5.371 3.215 -4.441 -0.094
C -3.900 3.018 -4.089 -0.274
N -3.675 2.077 -2.998 -0.188
C -2.303 2.099 -2.492 -0.242
C -1.190 1.653 -3.438 -0.077
C -4.255 0.749 -3.158 -0.243
C -3.830 -0.068 -4.378 -0.087
H -5.947 3.529 -3.566 0.078
H -5.467 3.994 -5.202 0.072
H -5.820 2.306 -4.847 0.063
H -3.511 3.998 -3.793 0.116
H -3.357 2.727 -4.997 0.097
H -2.247 1.500 -1.576 0.104
H -2.080 3.123 -2.169 0.109
H -1.169 0.568 -3.557 0.050
H -0.218 1.945 -3.026 0.049
H -1.271 2.112 -4.426 0.070
H -5.346 0.850 -3.182 0.102
H -4.064 0.157 -2.256 0.097
H -3.810 0.525 -5.296 0.067
H -4.542 -0.884 -4.538 0.071
H -2.851 -0.526 -4.236 0.043
C 2.583 2.632 -2.316 -0.091
C 4.029 2.298 -1.969 -0.277
N 5.012 3.048 -2.742 -0.192
C 6.372 2.531 -2.599 -0.250
C 7.022 2.615 -1.219 -0.090
C 4.892 4.501 -2.704 -0.248
C 4.969 5.184 -1.338 -0.087
H 2.389 2.490 -3.382 0.083
H 1.908 1.973 -1.762 0.051
H 2.324 3.659 -2.047 0.071
H 4.164 1.229 -2.173 0.117
H 4.173 2.431 -0.889 0.092
H 7.025 3.027 -3.326 0.112
H 6.366 1.478 -2.905 0.109
H 7.343 3.631 -0.983 0.055
H 7.919 1.987 -1.196 0.072
H 6.362 2.262 -0.424 0.065
H 3.939 4.779 -3.168 0.101
H 5.647 4.946 -3.361 0.115
H 4.383 4.665 -0.576 0.068
H 4.570 6.200 -1.414 0.073
H 5.997 5.272 -0.987 0.054
```

Calculated values
Charge: 0
Electronic energy: -1984.83677 hartree
2S+1: 2
<S²>: 0.754



[3]
Here is a structure of composition C10H21N2O5Rh from the Open Molecules 2025 dataset. Energies are from ωB97M-V/def2-TZVPD.

```
39
Properties=species:S:1:pos:R:3:lowdin_charge:R:1
Rh 0.186 -0.193 0.240 1.283
C 3.152 -0.260 -0.194 -0.007
O 2.093 0.534 0.392 -0.311
C 2.302 0.829 1.814 -0.098
C 1.713 -0.277 2.684 -0.086
O 0.321 -0.290 2.270 -0.289
C -0.718 -1.143 2.816 -0.085
C -1.022 -2.259 1.841 -0.118
O -1.288 -1.661 0.530 -0.312
C -1.799 -2.623 -0.428 -0.008
H 4.077 0.310 -0.128 0.120
H 2.901 -0.409 -1.240 0.092
H 3.257 -1.218 0.317 0.107
H 1.775 1.763 2.002 0.137
H 3.367 0.969 1.990 0.153
H 1.761 0.004 3.736 0.158
H 2.170 -1.259 2.539 0.142
H -1.585 -0.487 2.908 0.152
H -0.434 -1.500 3.805 0.158
H -1.915 -2.797 2.165 0.154
H -0.197 -2.968 1.733 0.145
H -2.732 -3.026 -0.042 0.115
H -1.067 -3.416 -0.581 0.112
H -1.972 -2.088 -1.356 0.091
C -1.268 1.131 -3.534 0.040
C -0.776 0.983 -2.143 -0.209
N -0.075 -0.028 -1.732 -0.131
O 0.085 -1.066 -2.631 0.016
C -1.021 1.982 -1.117 -0.202
C -1.637 3.320 -1.339 0.022
N -0.583 1.641 0.078 -0.171
O -0.592 2.284 1.109 0.062
H -1.551 0.168 -3.951 0.102
H -0.468 1.539 -4.158 0.128
H -2.111 1.815 -3.570 0.101
H 1.026 -1.292 -2.651 0.123
H -1.399 3.692 -2.334 0.100
H -1.256 4.025 -0.603 0.099
H -2.723 3.268 -1.236 0.115
```

Calculated values
Charge: +2
Electronic energy: -989.13071 hartree